No. 1
Computed, not measured: 9 unconnected molecules or ions with the total composition C39H102N6O15, with ωB97M-V with the def2-TZVPD basis set.

The geometry in XYZ format:
```
162
Properties=species:S:1:pos:R:3
C 8.250 7.880 -10.765
O 9.360 7.759 -9.919
C 10.560 7.579 -10.663
C 11.634 7.677 -9.627
N 12.987 7.446 -10.116
C 13.862 7.426 -8.939
C 15.311 7.000 -9.252
O 16.118 7.294 -8.073
C 17.352 6.695 -8.215
H 7.298 7.991 -10.245
H 8.174 6.951 -11.331
H 8.425 8.657 -11.508
H 10.708 8.355 -11.414
H 10.533 6.576 -11.089
H 11.510 6.862 -8.914
H 11.510 8.683 -9.225
H 13.212 8.163 -10.791
H 13.532 6.728 -8.169
H 13.892 8.434 -8.525
H 15.653 7.582 -10.108
H 15.290 5.962 -9.581
H 17.853 6.891 -9.163
H 17.320 5.613 -8.090
H 17.916 7.175 -7.415
C 14.439 13.345 -17.524
O 14.924 14.582 -17.312
C 15.592 14.744 -16.001
C 15.901 16.189 -15.919
N 14.755 17.053 -15.597
C 14.379 16.968 -14.164
C 15.337 17.636 -13.209
O 16.218 16.580 -12.816
C 17.205 17.007 -11.872
H 14.147 13.366 -18.574
H 13.582 13.052 -16.918
H 15.170 12.548 -17.386
H 16.528 14.191 -15.926
H 14.840 14.455 -15.267
H 16.374 16.533 -16.840
H 16.668 16.290 -15.151
H 13.922 16.933 -16.155
H 14.223 15.959 -13.783
H 13.421 17.485 -14.108
H 14.773 18.068 -12.382
H 15.914 18.442 -13.662
H 17.749 16.156 -11.462
H 16.708 17.467 -11.018
H 17.959 17.661 -12.308
C 8.279 12.315 -14.694
O 7.061 11.742 -15.160
C 6.631 12.198 -16.439
C 5.292 11.485 -16.848
N 4.209 11.688 -15.895
C 3.002 11.073 -16.308
C 1.964 10.687 -15.193
O 2.480 9.581 -14.448
C 2.440 8.300 -15.106
H 8.286 13.401 -14.592
H 9.147 12.141 -15.329
H 8.474 11.866 -13.720
H 7.360 11.930 -17.204
H 6.502 13.278 -16.367
H 5.536 10.437 -17.025
H 4.921 11.797 -17.824
H 4.483 11.341 -14.987
H 3.144 10.296 -17.058
H 2.539 11.836 -16.933
H 1.029 10.352 -15.643
H 1.716 11.507 -14.519
H 2.977 8.344 -16.054
H 1.477 7.811 -15.253
H 3.010 7.631 -14.461
C 21.115 15.233 1.998
O 21.928 15.415 0.833
C 22.155 16.705 0.457
C 22.690 16.659 -0.929
N 21.728 16.195 -1.917
C 22.338 15.942 -3.210
C 21.425 15.479 -4.363
O 20.886 14.164 -4.171
C 20.241 13.682 -5.344
H 20.089 15.062 1.671
H 21.160 16.014 2.757
H 21.452 14.297 2.443
H 22.863 17.152 1.154
H 21.190 17.206 0.376
H 23.555 16.002 -0.841
H 23.064 17.654 -1.172
H 21.343 15.347 -1.529
H 23.173 15.244 -3.148
H 22.826 16.876 -3.488
H 21.961 15.446 -5.312
H 20.587 16.164 -4.498
H 20.001 12.633 -5.173
H 20.968 13.714 -6.156
H 19.455 14.330 -5.732
C 28.890 15.452 -18.298
O 27.990 15.385 -17.187
C 27.884 16.543 -16.407
C 26.711 16.437 -15.471
N 25.465 16.610 -16.171
C 24.336 16.572 -15.226
C 23.040 16.616 -16.019
O 22.741 15.528 -16.871
C 22.638 14.232 -16.245
H 28.969 14.510 -18.840
H 29.903 15.480 -17.896
H 28.685 16.275 -18.982
H 27.756 17.444 -17.006
H 28.804 16.693 -15.843
H 26.749 17.311 -14.822
H 26.774 15.462 -14.987
H 25.331 15.895 -16.872
H 24.312 17.425 -14.548
H 24.384 15.733 -14.532
H 23.128 17.556 -16.564
H 22.184 16.738 -15.354
H 23.624 13.932 -15.891
H 22.328 13.513 -17.003
H 21.987 14.152 -15.374
C 24.204 10.768 -11.387
O 24.512 12.068 -10.885
C 25.517 12.063 -9.918
C 25.850 13.488 -9.414
N 26.877 13.425 -8.378
C 27.075 14.709 -7.672
C 28.176 14.770 -6.705
O 29.487 14.588 -7.231
C 30.527 14.349 -6.293
H 24.211 9.985 -10.628
H 24.959 10.402 -12.083
H 23.259 10.767 -11.930
H 26.433 11.683 -10.372
H 25.222 11.458 -9.061
H 24.984 13.983 -8.976
H 26.226 14.080 -10.248
H 27.784 13.199 -8.760
H 26.169 14.923 -7.106
H 27.305 15.440 -8.446
H 28.007 14.099 -5.863
H 28.204 15.786 -6.311
H 30.181 13.508 -5.693
H 30.569 15.131 -5.535
H 31.506 14.131 -6.719
C 16.855 8.304 -16.160
O 17.210 7.722 -17.376
H 15.986 7.822 -15.712
H 17.696 8.198 -15.474
H 16.697 9.369 -16.333
H 16.403 7.434 -17.807
C 13.060 14.065 -7.276
O 13.450 14.355 -8.587
H 13.858 13.571 -6.722
H 12.834 15.012 -6.786
H 12.106 13.539 -7.305
H 13.146 15.240 -8.801
C 16.393 11.713 -11.969
O 14.978 11.584 -12.019
H 16.853 12.648 -12.288
H 16.735 11.647 -10.936
H 16.893 10.891 -12.481
H 14.581 12.210 -11.409
```

Properties
Gap between HOMO and LUMO (eV): 8.83
E (a.u.): -3003.79687
SMILES string: COCCNCCOC.COCCNCCOC.COCCNCCOC.COCCNCCOC.COCCNCCOC.COCCNCCOC.CO.CO.CO
ΔE to the lowest compared entry with this formula, charge and spin (kcal/mol): 70.34
Max |F| (hartree/bohr): 0.0630
E_HOMO (eV): -8.66

Löwdin atomic charge list, values in e, 99 entries: atom 1 (C): -0.122, atom 2 (O): -0.193, atom 3 (C): -0.231, atom 4 (C): -0.237, atom 5 (N): -0.065, atom 6 (C): -0.212, atom 7 (C): -0.198, atom 8 (O): -0.179, atom 9 (C): -0.160, atom 10 (H): 0.090, atom 11 (H): 0.081, atom 12 (H): 0.080, atom 13 (H): 0.124, atom 14 (H): 0.128, atom 15 (H): 0.125, atom 16 (H): 0.126, atom 17 (H): 0.109, atom 18 (H): 0.121, atom 19 (H): 0.118, atom 20 (H): 0.115, atom 21 (H): 0.121, atom 22 (H): 0.084, atom 23 (H): 0.087, atom 24 (H): 0.091, atom 25 (C): -0.187, atom 26 (O): -0.185, atom 27 (C): -0.170, atom 28 (C): -0.215, atom 29 (N): -0.041, atom 30 (C): -0.209, atom 31 (C): -0.222, atom 32 (O): -0.220, atom 33 (C): -0.100, atom 34 (H): 0.092, atom 35 (H): 0.083, atom 36 (H): 0.081, atom 37 (H): 0.127, atom 38 (H): 0.118, atom 39 (H): 0.123, atom 40 (H): 0.109, atom 41 (H): 0.101, atom 42 (H): 0.109, atom 43 (H): 0.114, atom 44 (H): 0.116, atom 45 (H): 0.126, atom 46 (H): 0.081, atom 47 (H): 0.082, atom 48 (H): 0.085, atom 49 (C): -0.112, atom 50 (O): -0.198, atom 51 (C): -0.199, atom 52 (C): -0.196, atom 53 (N): -0.070, atom 54 (C): -0.247, atom 55 (C): -0.169, atom 56 (O): -0.208, atom 57 (C): -0.097, atom 58 (H): 0.081, atom 59 (H): 0.079, atom 60 (H): 0.085, atom 61 (H): 0.114, atom 62 (H): 0.117, atom 63 (H): 0.110, atom 64 (H): 0.116, atom 65 (H): 0.110, atom 66 (H): 0.099, atom 67 (H): 0.111, atom 68 (H): 0.111, atom 69 (H): 0.120, atom 70 (H): 0.073, atom 71 (H): 0.082, atom 72 (H): 0.085, atom 73 (C): -0.079, atom 74 (O): -0.193, atom 75 (C): -0.288, atom 76 (C): -0.238, atom 77 (N): -0.046, atom 78 (C): -0.209, atom 79 (C): -0.207, atom 80 (O): -0.200, atom 81 (C): -0.114, atom 82 (H): 0.086, atom 83 (H): 0.087, atom 84 (H): 0.085, atom 85 (H): 0.130, atom 86 (H): 0.129, atom 87 (H): 0.120, atom 88 (H): 0.123, atom 89 (H): 0.108, atom 90 (H): 0.114, atom 91 (H): 0.116, atom 92 (H): 0.109, atom 93 (H): 0.118, atom 94 (H): 0.092, atom 95 (H): 0.073, atom 96 (H): 0.084, atom 97 (C): -0.094, atom 98 (O): -0.187, atom 99 (C): -0.257


No. 2
Computed, not measured: C14H15N5O2 in the gas phase, with ωB97M-V with the def2-TZVPD basis set.

The geometry in XYZ format:
```
36
Properties=species:S:1:pos:R:3
C 5.452 0.648 -0.275
O 4.741 -0.404 -0.885
C 3.440 -0.588 -0.550
C 2.784 -1.648 -1.185
C 1.455 -1.881 -0.928
C 0.733 -1.094 -0.031
N -0.645 -1.350 0.133
C -1.633 -0.468 -0.161
C -1.511 0.875 -0.471
C -2.669 1.639 -0.694
C -2.547 3.092 -1.021
N -3.889 1.146 -0.633
C -4.013 -0.139 -0.356
N -5.093 -0.895 -0.247
C -4.612 -2.108 0.039
N -3.299 -2.202 0.129
N -2.896 -0.947 -0.121
C 1.403 -0.083 0.665
O 0.858 0.725 1.623
C -0.071 0.174 2.536
C 2.744 0.172 0.376
H 5.520 0.511 0.808
H 4.996 1.618 -0.493
H 6.452 0.614 -0.705
H 3.335 -2.257 -1.882
H 0.942 -2.682 -1.438
H -0.946 -2.318 0.121
H -0.538 1.330 -0.534
H -2.001 3.610 -0.235
H -3.538 3.522 -1.122
H -2.000 3.221 -1.953
H -5.247 -2.958 0.188
H 0.128 -0.883 2.724
H -1.101 0.296 2.191
H 0.057 0.735 3.463
H 3.209 0.976 0.922
```

Properties
Gap between HOMO and LUMO (eV): 8.95
E (a.u.): -966.74285
SMILES string: COc1ccc(Nc2cc(C)nc3ncnn23)c(OC)c1
ΔE to the lowest compared entry with this formula, charge and spin (kcal/mol): 47.13
Max |F| (hartree/bohr): 0.0236
E_HOMO (eV): -8.31

For each atom in turn, the Löwdin charge in e is: atom 1 (C): -0.083, atom 2 (O): -0.076, atom 3 (C): -0.274, atom 4 (C): -0.003, atom 5 (C): -0.006, atom 6 (C): -0.187, atom 7 (N): 0.125, atom 8 (C): -0.229, atom 9 (C): 0.042, atom 10 (C): -0.322, atom 11 (C): -0.031, atom 12 (N): 0.173, atom 13 (C): -0.353, atom 14 (N): 0.128, atom 15 (C): -0.215, atom 16 (N): 0.088, atom 17 (N): 0.000, atom 18 (C): -0.228, atom 19 (O): -0.081, atom 20 (C): -0.066, atom 21 (C): 0.066, atom 22 (H): 0.097, atom 23 (H): 0.097, atom 24 (H): 0.094, atom 25 (H): 0.119, atom 26 (H): 0.120, atom 27 (H): 0.141, atom 28 (H): 0.119, atom 29 (H): 0.083, atom 30 (H): 0.079, atom 31 (H): 0.084, atom 32 (H): 0.102, atom 33 (H): 0.103, atom 34 (H): 0.080, atom 35 (H): 0.096, atom 36 (H): 0.119


No. 3
Computed, not measured: a molecular structure, C16H28Cl8Mg2O8, with ωB97M-V with the def2-TZVPD basis set.

The geometry in XYZ format:
```
62
Properties=species:S:1:pos:R:3
Mg -2.318 0.431 -2.598
Mg -2.435 -1.705 0.014
C -1.864 -3.724 -3.742
C -2.032 -2.502 -2.847
O -2.264 -1.367 -3.269
O -1.894 -2.699 -1.610
H -0.858 -4.082 -3.962
H -2.407 -3.688 -4.686
H -2.351 -4.463 -3.105
C 0.448 1.160 0.130
C -0.573 0.684 -0.860
O -1.556 -0.031 -0.614
O -0.631 1.140 -1.989
H 0.516 2.243 0.031
H 1.410 0.654 0.053
H 0.118 1.017 1.159
C -1.331 -3.463 3.317
C -1.874 -2.790 2.069
O -1.118 -2.001 1.513
O -2.883 -3.016 1.425
H -0.244 -3.479 3.241
H -1.761 -4.458 3.431
H -1.539 -2.871 4.208
C -6.188 0.232 -0.613
C -4.787 -0.175 -1.014
O -4.119 0.474 -1.846
O -4.234 -1.082 -0.353
H -6.644 -0.544 0.001
H -6.767 0.524 -1.490
H -6.234 1.147 -0.022
Cl 4.003 1.249 2.888
C 2.542 1.194 3.868
C 2.613 0.083 4.979
Cl 2.612 -1.538 4.264
H 1.704 1.134 3.174
H 2.407 2.176 4.321
H 1.734 0.047 5.622
H 3.457 0.214 5.655
Cl 0.520 6.182 -0.911
C -0.560 5.138 -1.828
C -1.811 4.965 -0.972
Cl -2.986 3.842 -1.783
H -0.057 4.178 -1.944
H -0.782 5.643 -2.768
H -2.400 5.868 -0.811
H -1.593 4.615 0.037
Cl 1.689 -3.019 -0.562
C 2.343 -2.313 0.920
C 3.894 -2.539 1.100
Cl 4.885 -1.832 -0.250
H 1.892 -2.729 1.820
H 1.999 -1.280 0.862
H 4.131 -3.597 1.212
H 4.276 -2.106 2.024
Cl 2.415 2.963 -2.491
C 3.265 1.537 -1.750
C 4.657 1.400 -2.479
Cl 5.694 2.772 -2.211
H 2.629 0.652 -1.755
H 3.439 1.752 -0.696
H 4.565 1.147 -3.536
H 5.242 0.635 -1.969
```

Properties
Gap between HOMO and LUMO (eV): 9.19
E (a.u.): -5310.48187
ΔE to the lowest compared entry with this formula, charge and spin (kcal/mol): 17.50
Max |F| (hartree/bohr): 0.1073
E_HOMO (eV): -9.36

For each atom in turn, the Löwdin charge in e is: atom 1 (Mg): 0.875, atom 2 (Mg): 0.684, atom 3 (C): 0.028, atom 4 (C): -0.620, atom 5 (O): -0.023, atom 6 (O): -0.034, atom 7 (H): 0.087, atom 8 (H): 0.080, atom 9 (H): 0.086, atom 10 (C): 0.048, atom 11 (C): -0.643, atom 12 (O): -0.054, atom 13 (O): -0.027, atom 14 (H): 0.090, atom 15 (H): 0.059, atom 16 (H): 0.089, atom 17 (C): 0.028, atom 18 (C): -0.726, atom 19 (O): -0.047, atom 20 (O): 0.007, atom 21 (H): 0.066, atom 22 (H): 0.084, atom 23 (H): 0.082, atom 24 (C): 0.024, atom 25 (C): -0.616, atom 26 (O): -0.060, atom 27 (O): -0.010, atom 28 (H): 0.088, atom 29 (H): 0.084, atom 30 (H): 0.087, atom 31 (Cl): 0.560, atom 32 (C): -0.653, atom 33 (C): -0.619, atom 34 (Cl): 0.597, atom 35 (H): 0.048, atom 36 (H): 0.068, atom 37 (H): 0.061, atom 38 (H): 0.071, atom 39 (Cl): 0.575, atom 40 (C): -0.675, atom 41 (C): -0.630, atom 42 (Cl): 0.572, atom 43 (H): 0.012, atom 44 (H): 0.077, atom 45 (H): 0.063, atom 46 (H): 0.066, atom 47 (Cl): 0.582, atom 48 (C): -0.675, atom 49 (C): -0.609, atom 50 (Cl): 0.505, atom 51 (H): 0.029, atom 52 (H): 0.032, atom 53 (H): 0.069, atom 54 (H): 0.020, atom 55 (Cl): 0.548, atom 56 (C): -0.596, atom 57 (C): -0.688, atom 58 (Cl): 0.568, atom 59 (H): 0.059, atom 60 (H): 0.053, atom 61 (H): 0.074, atom 62 (H): 0.023


Among the records above, which one has the lowest E? C16H28Cl8Mg2O8


Which value of gap between HOMO and LUMO does entry 1 give? 8.83 eV


Which of these has the lowest E? C16H28Cl8Mg2O8


Look up the E_HOMO of the second one. -8.31 eV